#A
Below is an isolated ion of composition C4H9N2OS and charge -1, with properties calculated with wB97M-V/def2-TZVPD.

Values from the calculation:
- HOMO energy (eV) = -2.89
- LUMO level (eV) = 3.8
- HOMO-LUMO gap (eV) = 6.74
- structure (SMILES) = NC[C@@H](C[S-])NC=O
- total charge = -1

Geometry (Å):
S  0.88  2.48  -1.90
O  0.46  -2.31  -0.37
N  1.26  -0.37  -0.76
N  -1.91  -0.52  1.04
C  -0.52  -0.09  1.16
C  0.05  1.71  -0.33
C  1.44  -1.68  -0.74
C  0.03  0.28  -0.25
H  -2.01  -1.56  1.06
H  -0.44  0.77  1.89
H  -0.58  -0.28  -1.12
H  1.85  0.39  -1.31
H  0.16  -0.89  1.43
H  -0.94  2.06  -0.07
H  0.60  2.10  0.53
H  2.37  -2.10  -1.13
H  -2.70  0.01  0.87

Mulliken population analysis, charges in e, atoms 1 to 2: -0.65, -0.62

#B
Below is a 2-piece molecular cluster, C4H9N2OS overall, with properties calculated with wB97M-V/def2-TZVPD.

Values from the calculation:
- HOMO energy (eV) = -3.44
- LUMO level (eV) = 1.3
- HOMO-LUMO gap (eV) = 4.71
- total charge = -1

Geometry (Å):
S  -2.61  1.93  -1.53
O  1.92  -1.04  -0.26
N  2.19  -0.63  2.38
N  -0.04  -0.48  1.13
C  0.09  0.50  -1.13
C  0.74  -0.51  -0.15
C  -0.23  -0.95  -1.34
C  0.80  -1.00  2.34
H  2.50  -0.78  1.34
H  -0.81  1.18  -0.87
H  -0.85  -0.03  0.75
H  2.29  0.33  2.69
H  0.43  -0.80  3.38
H  -0.16  -1.08  -2.42
H  0.70  -2.08  2.25
H  -1.12  -1.39  -0.90
H  0.63  1.10  -1.83

Mulliken population analysis, charges in e, atoms 1 to 2: -0.49, -0.86

Result of the stability comparison: #A is the most stable of them.

#A
Below is an isolated ion of composition C4H9N2OS and charge -1, with properties calculated with wB97M-V/def2-TZVPD.

Values from the calculation:
- HOMO energy (eV) = -2.49
- LUMO level (eV) = 3.4
- HOMO-LUMO gap (eV) = 5.86
- structure (SMILES) = NC(=O)NCCC[S-]
- total charge = -1

Geometry (Å):
S  -2.16  -2.73  1.63
O  2.98  1.60  0.50
N  2.27  0.75  -1.48
N  0.72  1.28  0.13
C  -1.15  -0.25  0.84
C  -0.21  0.18  -0.27
C  -2.11  -1.38  0.40
C  2.05  1.23  -0.20
H  3.15  0.65  -1.91
H  -0.60  -0.73  1.64
H  -1.79  -1.80  -0.55
H  1.53  0.13  -1.80
H  -1.70  0.59  1.29
H  -3.17  -1.11  0.27
H  -0.70  0.43  -1.21
H  0.42  1.83  0.93
H  0.48  -0.67  -0.23

Mulliken population analysis, charges in e, atoms 1 to 2: -0.70, -0.65

#B
Below is an isolated ion of composition C4H9N2OS and charge -1, with properties calculated with wB97M-V/def2-TZVPD.

Values from the calculation:
- HOMO energy (eV) = -2.68
- LUMO level (eV) = 3.8
- HOMO-LUMO gap (eV) = 6.45
- structure (SMILES) = NCN[C@@H](C=O)C[S-]
- total charge = -1

Geometry (Å):
S  -2.64  -1.84  -1.21
O  -0.47  -0.85  2.34
N  0.12  0.96  0.18
N  2.31  0.50  -0.67
C  -0.50  -0.36  -0.02
C  1.55  0.93  0.48
C  -1.09  -0.85  1.29
C  -1.58  -0.35  -1.10
H  -2.29  0.48  -0.92
H  -1.13  -0.13  -2.07
H  -0.38  1.46  0.90
H  0.24  -1.08  -0.35
H  -2.13  -1.19  1.25
H  2.64  -0.45  -0.60
H  1.79  1.96  0.70
H  1.77  0.24  1.30
H  1.78  0.56  -1.53

Mulliken population analysis, charges in e, atoms 1 to 2: -0.64, -0.54

Result of the stability comparison: #A is the most stable of them.